No. 1
DFT (ωB97M-V/def2-TZVPD) results for a structure of composition C35H40ClCoN6OP.

The geometry in ORCA input format:
```
! wB97M-V def2-TZVPD RIJCOSX def2/J DEFGRID3
* xyz 1 5
C -2.57060 -1.67708 -0.12232
C -2.68510 -3.22045 2.55290
C -2.68997 -3.04967 -1.90594
H 5.24920 -0.70570 -3.68804
H 2.90606 3.90415 3.08987
C -3.05345 -2.93077 -0.58302
H 6.53384 0.99183 -2.03144
H -1.10171 3.08270 1.09195
C -2.01760 2.47827 -2.16150
H 2.89734 -1.10178 -2.35178
N -1.79503 1.12450 0.75042
C -1.78436 1.91617 2.87288
H 5.39593 1.68045 -3.18921
C -3.30351 -2.02268 2.20043
H -1.76729 -3.51323 2.05850
H -1.64691 2.59576 3.69799
H -0.23814 1.92742 -4.07265
C 1.82559 3.43166 -0.06644
C 2.97484 -2.34265 1.74898
P 2.03750 0.75873 -0.47683
H -2.86788 2.79743 -1.57569
N 2.10631 2.08152 0.46443
H 1.23209 3.59053 2.61909
C -1.17993 1.41324 -4.22275
H 3.99282 -0.43825 1.56451
C -2.29017 0.13406 1.58783
C -2.69824 -1.14389 1.16033
C 3.43226 -1.13703 0.93463
H -4.97142 -0.72271 2.55452
H 0.74511 3.58654 -0.15084
H 3.02251 0.21011 -3.52624
C 4.94385 -0.37371 -2.69729
C 2.26990 3.55365 2.27949
C 1.67734 -1.85226 2.38907
N 2.15914 -0.55521 0.46942
H -0.59629 0.52738 -6.06898
H -2.74943 -4.95309 3.82087
H 2.26289 3.56854 -1.05733
H -4.56458 -0.40840 -4.69844
H 1.03613 -2.66045 2.73824
H 4.96284 1.14773 -0.23052
H 3.49052 4.51661 0.78046
H 0.36061 -1.65408 0.65799
H 4.06137 -1.41354 0.08890
H -5.97103 -2.17565 4.28981
C -1.38020 0.63206 -5.33139
C -1.50262 2.17428 1.52331
H -2.89354 -3.86945 -2.57524
H -2.59966 0.08062 3.78813
H -1.18035 3.16806 -2.21374
C -3.62184 0.10495 -4.56902
H 1.90096 -1.21064 3.24417
H 0.42769 -0.20776 1.67450
Co -1.15432 0.77055 -1.09668
C -1.99635 -1.86494 -2.22361
C -5.04709 -2.45929 3.80472
H 3.72302 -2.65377 2.47583
C -3.23171 -4.02816 3.53518
N -5.44986 -5.15939 5.99575
C -2.60762 -0.01463 -5.51487
C 1.01568 -1.03747 1.27877
C -2.28391 0.62634 2.91370
N 3.28631 0.81502 -1.51350
Cl -4.65947 0.95249 -2.24961
H 2.77567 -3.18381 1.08196
C 5.48881 1.00704 -2.33507
H -1.54883 -1.59438 -3.17130
C -4.41633 -3.64696 4.15962
H 3.70330 1.98204 1.87205
H -2.77261 -0.62222 -6.39450
O 0.74423 0.70648 -1.26513
H -3.61907 -3.63725 0.00302
C -2.20584 1.59381 -3.24509
C 2.61955 2.13511 1.84421
H 5.28433 -1.11730 -1.97362
C 2.43034 4.35561 0.98853
H 2.14986 1.37289 2.46642
H 1.94097 5.32747 1.01780
C -4.99220 -4.48981 5.18281
C 4.57412 1.47063 -1.20084
H 4.46422 2.55500 -1.17398
C -3.42332 0.87433 -3.44579
C -4.48527 -1.64869 2.83301
N -1.92419 -1.04239 -1.18262
C 3.43386 -0.18316 -2.59410
*
```

Calculated values
ΔE to the lowest compared entry with this formula, charge and spin: 0.0 kJ/mol
lowest unoccupied orbital energy (spin up / spin down): -3.39 / -4.63 eV
orbital gap (spin up / spin down): 6.91 / 5.67 eV
expectation value of S²: 6.047

---

No. 2
DFT (ωB97M-V/def2-TZVPD) results for a structure of composition C35H40FGdIN5O7.

The geometry in ORCA input format:
```
! wB97M-V def2-TZVPD RIJCOSX def2/J DEFGRID3
* xyz 2 8
C 3.05978 -0.57444 0.35467
C 2.86640 0.65042 -1.71123
C -3.04934 -3.86228 -0.55595
H -0.89706 1.23019 -3.79959
H -5.04911 -3.15323 -0.24558
O 0.20000 -1.69291 -2.28608
N -1.23637 -5.24574 0.19459
C -2.86268 -1.40432 -1.02741
O 2.22814 0.20823 -0.50707
H 1.18662 -5.33834 0.79149
H -2.17121 -5.54388 -6.24592
C -4.01443 4.40463 -0.16546
H 2.79271 -10.40585 -3.28487
C 2.03872 1.73176 -2.34422
C -2.39364 -3.36528 -4.04739
C -1.81423 -2.44596 -3.21853
O -2.08178 0.92791 -1.32537
N 1.76391 -7.73441 -3.89022
H 3.15146 -8.22954 -2.30962
C -2.49111 -5.08256 -0.24724
H -4.52002 5.31363 0.13011
H -4.46412 -5.03724 -4.20554
O -3.41507 -0.69443 -3.28444
C 3.06316 -8.21763 -3.39689
Gd -0.22934 -0.18668 -0.70174
H 0.08299 2.70977 -3.90440
H 0.75104 -9.38570 -3.04438
N -2.31559 -0.19506 -0.33938
I -0.27517 2.52235 0.82788
C 1.26380 -6.42644 -3.65436
C 0.03575 -6.07514 -4.18539
H -3.05691 -7.62979 -5.14251
N 2.66811 -9.77504 -5.25837
C -0.46124 -2.60403 -2.87064
H 1.97706 -3.47619 -2.10434
C 1.94506 -5.42373 -2.91020
C -2.26525 -2.69515 -0.41845
H 2.44888 -0.90024 1.19249
H -3.39959 -3.22075 -4.40596
C 0.15831 -3.86258 -3.20024
H -2.91219 -6.80146 -3.51025
C -2.12008 2.94227 -0.00398
H 1.54786 -3.59670 0.60494
O -0.21712 -1.81892 0.55279
C -3.08016 -6.70889 -4.57612
H -2.31258 4.78554 1.08456
C 1.42406 -4.19072 -2.69868
C -4.60643 3.53987 -1.07447
N -1.81072 -4.51802 -4.41011
H 0.80599 -9.31389 -6.11054
H -4.39339 1.67485 -2.15962
C -0.53188 -4.81749 -3.94002
C -4.01229 -5.61206 -5.00254
F 3.14533 -5.69568 -2.36406
H -3.09463 -5.97862 -0.35296
H 3.85594 1.04823 -1.46892
H -5.57428 3.77890 -1.49425
C -0.53487 -4.15292 0.44261
H -4.91973 -4.84084 -0.72784
H 0.69052 1.18568 -4.61669
C 0.84338 -4.32676 1.00321
C -1.02427 -2.84717 0.20519
H 2.97922 -0.20502 -2.38485
H -0.51830 -6.76941 -4.79560
H 0.83918 -4.19360 2.08773
H -5.62581 -3.20900 -2.39364
H 0.80150 -10.73428 -5.03935
C -2.76799 4.10876 0.37432
H 2.99194 -9.00767 -5.84909
C -2.72463 2.08522 -0.91388
C 0.11619 1.62406 -3.79910
H -4.62467 -5.75556 -5.88073
H 3.43427 -1.45139 -0.17884
H 4.33938 -9.88798 -3.96833
H -0.21331 -8.44655 -4.14300
H -3.94147 -1.44661 -0.88344
C -2.72967 -1.40487 -2.60348
H 2.96068 -10.63926 -5.71490
C -3.96185 2.37037 -1.45129
O 0.70651 1.26839 -2.54691
C -4.51201 -3.84403 -0.90059
C 3.28315 -9.64574 -3.88828
H 3.85482 -7.58650 -3.78857
O -4.70263 -3.46143 -2.27290
C -2.54301 -5.46975 -5.23236
H 2.48797 2.00920 -3.30092
C 1.14922 -9.71051 -5.15826
H 3.89531 0.02524 0.71692
H 2.00966 2.61830 -1.70526
C 0.79293 -8.81756 -3.97969
*
```

Calculated values
lowest unoccupied orbital energy (spin up / spin down): -4.86 / -4.86 eV
orbital gap (spin up / spin down): 7.22 / 7.26 eV
expectation value of S²: 15.896

---

No. 3
DFT (ωB97M-V/def2-TZVPD) results for a structure of composition C35H40HgN9O3S2.

The geometry in ORCA input format:
```
! wB97M-V def2-TZVPD RIJCOSX def2/J DEFGRID3
* xyz 0 2
Hg 1.28457 0.52013 0.34828
H 4.87423 -1.29050 0.33984
C 1.28554 -2.33803 2.29019
H -2.02987 3.96769 -4.87736
C 4.30994 0.34029 -3.03639
C -0.07747 0.12367 -5.05016
C 2.14064 0.16194 -4.06542
H 3.26049 0.83913 4.25219
O -1.90783 -1.48469 1.11906
H 0.18265 3.50352 -4.07257
H -0.04818 -0.76479 2.41240
H -2.87963 4.55664 3.20084
H -4.99404 -4.52729 3.35451
O 1.22976 4.61064 1.61070
H -2.70454 0.47263 -4.44133
C -0.17651 3.80050 -3.09425
C 1.89520 -2.70133 0.91819
N 0.95554 -0.92337 2.45196
C -2.54471 -4.03629 1.09146
H 0.69058 0.23921 4.16876
H 3.79011 -1.34448 3.16019
H -3.65770 -2.69153 2.30831
H -3.21949 4.69952 -3.92423
C 2.60909 0.76588 3.37045
N 0.35034 2.20551 1.37664
C -2.54432 0.67378 -2.28759
H 2.98450 -1.87925 -0.57702
H -3.79372 -2.41852 -0.78372
H 1.70475 -0.04151 -6.18029
C 1.49649 -0.27999 3.65784
C 3.51850 0.19113 -4.18559
H -3.66583 2.57665 4.57008
S -1.64956 -2.67943 0.28582
C -2.40007 3.58423 3.13053
C 0.16458 0.30020 -2.60930
H 1.99614 -2.63311 3.06500
H -1.49774 -5.56423 0.01055
C -3.01114 -6.37080 1.31543
H 1.09292 -2.74375 0.18269
C 1.26186 0.06625 -5.19700
H 1.87915 -1.04286 4.34224
H -2.46822 0.39406 4.13269
N -1.38284 3.51424 2.28820
H 4.49573 -2.68391 1.35782
C -2.84877 2.50213 3.86891
H 2.15218 1.73956 3.20219
S 1.09597 3.50978 0.70110
C -1.87624 4.79344 -1.70950
C -3.50384 -3.72982 2.03915
C -4.23705 -4.75670 2.61602
H -2.44837 -1.86178 -1.82262
H -4.58304 -6.87150 2.68355
C 0.60858 3.59799 -1.97798
H -2.74794 -3.61572 -1.61810
C -2.17519 1.31473 3.63500
C 4.15667 -1.67938 1.06432
C 0.14699 3.97319 -0.72570
H 0.39329 -2.96141 2.41398
H 5.21389 -0.51849 2.54908
N -2.23849 4.55722 -4.08920
C -2.27521 -5.34889 0.73543
C 1.56125 0.25604 -2.76312
H 3.97297 0.12046 -5.16614
O 2.34944 2.95946 0.20826
C -2.04311 0.47006 -3.58234
H 3.88484 1.21461 1.84078
N 3.34949 0.41886 2.16530
C 4.17472 -0.77353 2.31558
H -1.40595 4.92040 0.38397
H -3.59871 0.84687 -2.11963
H 5.38726 0.39386 -3.10108
C -0.74603 2.33606 2.17510
N -1.14471 1.21600 2.81296
H -0.72779 0.06669 -5.91616
H 2.33196 -3.70914 1.00673
N 2.36483 0.36150 -1.64497
C -2.78885 -2.63739 -1.14054
C -1.67186 0.62080 -1.21719
C -0.68313 0.28249 -3.75820
H 1.59158 3.15337 -2.06326
C -3.99783 -6.07316 2.24615
N 2.85448 -1.73082 0.41401
H -2.84203 5.27736 -1.61735
C -1.44819 4.36314 -2.96931
H 4.26279 0.57609 -0.90437
H -2.04201 0.71665 -0.20211
C -1.08470 4.60313 -0.59437
H -2.81522 -7.40015 1.04473
C 3.68441 0.43198 -1.81104
N -0.36329 0.40621 -1.33867
*
```

Calculated values
ΔE to the lowest compared entry with this formula, charge and spin: 56.8 kJ/mol
lowest unoccupied orbital energy (spin up / spin down): 0.43 / 0.43 eV
orbital gap (spin up / spin down): 5.02 / 8.13 eV
expectation value of S²: 0.774

---

Which of these has the highest expectation value of S²?
C35H40FGdIN5O7